[1]
Here is a cluster of 12 separate species, C36H104N16O12 in total at a distorted geometry from the Open Molecules 2025 dataset. Energies are from the ωB97M-V functional and the def2-TZVPD basis.

## Properties
Highest occupied orbital energy: -7.53 eV
Gap between HOMO and LUMO: 0.280 Ha
Energy above the lowest of the compared OMol25 structures with the same formula, charge and spin: 63.84 kcal/mol
SMILES: COC[C@H](C)N.COC[C@H](C)N.COC[C@H](C)N.COC[C@H](C)N.COC[C@H](C)N.COC[C@H](C)N.COC[C@H](C)N.COC[C@H](C)N.NC(N)=O.NC(N)=O.NC(N)=O.NC(N)=O

Element x y z (Å)
O1 0.79 3.22 -3.73
O2 1.40 0.00 -1.01
O3 -4.57 -1.65 -2.56
O4 -0.27 -2.76 -1.72
O5 0.05 -4.20 2.86
O6 3.66 -0.16 -5.66
O7 -4.35 5.55 2.71
O8 4.68 2.75 2.20
O9 1.63 3.66 0.72
O10 -3.21 5.06 -1.43
O11 -3.89 -2.73 2.03
O12 3.54 -2.10 2.08
N1 0.51 1.24 0.61
N2 2.62 4.34 2.52
N3 0.45 0.05 -3.87
N4 -2.72 2.29 -1.11
N5 4.37 -0.15 -0.22
N6 2.19 4.12 -2.23
N7 0.72 -4.73 -1.83
N8 1.95 -2.95 -1.39
N9 -0.95 -3.78 5.25
N10 -0.56 -0.49 -0.16
N11 0.17 3.69 -1.65
N12 -1.42 -2.56 -4.31
N13 -1.81 0.32 2.39
N14 0.90 5.44 1.90
N15 -1.82 3.14 1.74
N16 5.32 -5.32 1.32
C1 -3.26 -1.52 -3.14
C2 0.79 -0.51 -6.11
C3 5.75 -3.21 0.25
C4 1.47 -0.50 -4.78
C5 -4.48 6.81 3.28
C6 1.76 4.44 1.63
C7 4.91 1.13 0.19
C8 -2.96 3.67 2.46
C9 -2.98 3.23 3.92
C10 3.89 0.45 -6.89
C11 -2.62 -2.01 2.02
C12 5.17 -3.86 1.48
C13 -4.59 -2.48 -1.43
C14 -3.03 -0.57 2.39
C15 0.52 0.22 -0.23
C16 -2.67 5.15 -2.75
C17 0.68 -5.42 6.35
C18 2.21 -1.67 2.33
C19 0.28 -5.27 3.79
C20 -3.10 5.17 2.30
C21 -3.77 -4.07 1.57
C22 0.31 -4.64 1.57
C23 -3.86 0.06 1.19
C24 0.33 -4.54 5.13
C25 -3.42 -3.81 -4.15
C26 -5.00 1.60 -1.44
C27 -4.25 4.16 -1.17
C28 4.41 1.48 1.64
C29 6.07 2.94 2.30
C30 1.03 3.61 -2.61
C31 4.33 2.14 -0.83
C32 -2.87 -2.41 -4.34
C33 0.75 -3.43 -1.62
C34 2.72 0.40 -4.80
C35 3.69 -3.49 1.72
C36 -3.95 2.67 -1.69
H1 -0.92 3.42 2.09
H2 1.46 -1.73 1.55
H3 -0.32 1.29 1.19
H4 2.95 0.72 -7.36
H5 -3.22 -1.99 -5.28
H6 -4.78 -0.50 1.02
H7 -0.64 -1.37 -0.65
H8 0.49 0.46 -6.53
H9 6.34 3.76 2.96
H10 0.81 -4.85 7.27
H11 3.50 0.24 -0.55
H12 -0.91 -1.70 -4.42
H13 -5.53 6.95 3.54
H14 -4.73 0.57 -1.67
H15 -3.84 2.70 -2.78
H16 4.89 3.05 -0.61
H17 -3.92 -2.03 -0.70
H18 5.75 -3.50 2.33
H19 -0.18 -5.15 -1.99
H20 0.13 5.61 1.27
H21 -0.03 -3.79 0.98
H22 -3.90 6.73 4.21
H23 -5.59 -2.38 -1.02
H24 -2.91 5.56 1.30
H25 6.26 -5.67 1.17
H26 -4.72 -4.59 1.62
H27 -4.53 4.10 -0.12
H28 5.99 1.28 0.12
H29 3.26 -4.00 2.58
H30 -3.45 -4.11 0.53
H31 1.10 -3.78 4.97
H32 -1.21 -2.73 -3.34
H33 0.38 4.01 -0.71
H34 2.30 -0.67 2.75
H35 3.26 2.29 -0.73
H36 3.09 0.42 -3.77
H37 2.74 5.12 3.16
H38 1.99 -1.95 -1.33
H39 1.38 -4.74 1.38
H40 -2.38 -2.05 0.96
H41 -0.78 3.34 -1.67
H42 -4.21 -3.50 -1.48
H43 -3.78 3.72 4.47
H44 -4.14 1.08 1.48
H45 4.53 1.34 -6.86
H46 4.44 -0.26 -7.50
H47 0.64 -0.17 -2.90
H48 -1.67 -4.42 5.55
H49 -2.08 3.59 4.43
H50 -3.29 0.15 0.26
H51 5.04 -3.10 -0.58
H52 1.82 -2.24 3.18
H53 4.59 1.91 -1.86
H54 -1.23 -3.48 4.33
H55 -1.11 -0.27 0.65
H56 -2.94 2.16 -0.13
H57 0.02 -6.28 6.49
H58 2.69 -3.65 -1.34
H59 -3.15 -4.68 2.22
H60 2.92 4.21 -2.92
H61 0.49 1.06 -3.91
H62 -3.78 3.17 1.94
H63 -5.25 1.67 -0.38
H64 2.28 4.24 -1.23
H65 -2.59 -1.53 -2.29
H66 -2.33 5.67 2.89
H67 1.46 -0.95 -6.85
H68 4.96 -5.81 2.12
H69 -1.37 0.28 3.30
H70 -2.16 1.27 2.42
H71 4.09 -0.78 0.53
H72 1.24 -5.73 3.58
H73 4.78 0.67 2.27
H74 -4.51 -3.91 -4.20
H75 -1.86 -2.47 2.65
H76 -0.42 -6.10 3.70
H77 3.29 3.60 2.35
H78 -3.05 -4.23 -3.22
H79 -2.95 2.15 4.04
H80 3.33 1.42 1.65
H81 2.60 1.45 -5.09
H82 1.70 -5.79 6.21
H83 -5.11 4.55 -1.72
H84 6.18 -2.23 0.48
H85 -2.10 6.07 -2.86
H86 3.14 -3.65 0.79
H87 -3.11 -4.35 -5.05
H88 -3.44 -0.38 3.38
H89 6.61 2.16 2.85
H90 -2.07 4.28 -3.01
H91 -3.49 5.10 -3.48
H92 -4.04 7.63 2.71
H93 -2.48 1.35 -1.39
H94 6.55 -3.75 -0.25
H95 1.55 -5.30 -1.72
H96 -1.93 3.44 0.78
H97 6.51 3.20 1.33
H98 1.82 -1.47 -4.45
H99 0.01 -1.26 -6.22
H100 1.19 5.91 2.74
H101 -0.19 -5.59 1.36
H102 1.23 1.93 0.52
H103 -3.19 -0.51 -3.55
H104 -5.96 1.84 -1.90

Atomic partial charges in e from the Mulliken method, atoms 1 to 2: -0.79, 0.15

***

[2]
Here is a cluster of 10 separate species, C36H108N12O10P4S6 in total at a distorted geometry from the Open Molecules 2025 dataset. Energies are from the ωB97M-V functional and the def2-TZVPD basis.

## Properties
Highest occupied orbital energy (spin up / spin down): 0.12 / -6.21 eV
2S+1: 2
Gap between HOMO and LUMO (spin up / spin down): 0.060 / 0.292 Ha
Net charge: -1

Element x y z (Å)
S1 -4.97 1.83 0.79
S2 -4.49 -0.16 5.44
S3 -1.28 3.05 -1.46
S4 -0.06 -5.56 -3.25
S5 -0.89 -7.68 3.34
S6 -0.81 -1.81 7.86
P1 -3.34 -2.54 -4.05
P2 0.26 -1.44 2.28
P3 2.96 4.49 3.18
P4 4.74 1.63 -3.32
O1 0.17 -1.65 9.02
O2 -0.33 3.52 -2.49
O3 4.83 1.77 -1.83
O4 -3.24 0.66 5.61
O5 1.52 4.13 3.16
O6 1.36 -5.90 -2.78
O7 -3.66 -3.94 -3.50
O8 0.62 -1.91 3.63
O9 0.10 -7.34 2.22
O10 -5.49 0.50 1.34
N1 -0.28 -2.64 1.09
N2 3.32 5.77 4.21
N3 4.03 3.23 3.68
N4 3.66 5.06 1.71
N5 -3.83 -1.28 -2.96
N6 4.53 3.23 -4.07
N7 1.65 -0.78 1.54
N8 3.33 0.89 -4.01
N9 -0.85 -0.12 2.17
N10 6.04 0.88 -4.08
N11 -4.05 -2.29 -5.53
N12 -1.69 -2.19 -4.28
C1 -3.94 0.12 -3.36
C2 -5.71 0.78 4.51
C3 -2.39 -8.20 2.49
C4 2.03 0.99 -3.21
C5 -1.47 -6.15 4.17
C6 0.68 -3.60 0.55
C7 -1.82 0.09 1.16
C8 3.96 4.29 -3.24
C9 -5.44 -2.80 -5.72
C10 3.67 1.87 3.28
C11 -3.83 -1.24 -6.53
C12 -1.02 -2.94 -5.31
C13 6.72 1.34 -5.31
C14 -1.54 -3.28 1.35
C15 5.06 5.25 1.51
C16 -0.84 -1.96 -3.01
C17 3.44 5.55 5.68
C18 6.56 -0.45 -3.69
C19 5.50 3.35 4.07
C20 -0.96 0.80 3.34
C21 4.33 3.53 -5.52
C22 1.55 -0.19 0.17
C23 -1.27 -5.87 -1.86
C24 -4.05 -1.42 4.13
C25 3.00 -1.06 2.02
C26 -4.68 -1.61 -1.86
C27 -0.32 -3.32 6.85
C28 3.22 0.33 -5.33
C29 -5.96 2.09 -0.76
C30 -5.60 3.19 1.82
C31 -0.45 -0.47 6.66
C32 2.93 4.85 0.53
C33 -0.62 -7.05 -4.25
C34 2.77 7.02 3.83
C35 -2.68 4.19 -1.86
C36 -0.83 3.70 0.25
H1 -3.55 -0.83 3.35
H2 7.57 -0.36 -3.31
H3 4.01 0.64 -6.01
H4 -4.52 -0.86 -1.09
H5 -1.43 0.20 0.14
H6 0.02 -1.31 -3.19
H7 -4.39 -2.60 -1.50
H8 -0.51 -6.98 -5.33
H9 -4.17 -1.45 -7.55
H10 -4.93 -1.83 3.65
H11 -2.38 5.21 -1.62
H12 -5.34 4.18 1.46
H13 1.72 6.93 4.07
H14 -1.88 -6.29 5.16
H15 -4.94 0.45 -3.06
H16 -2.24 -5.55 -2.25
H17 7.64 0.76 -5.40
H18 0.65 -4.50 1.17
H19 -2.12 -9.09 1.92
H20 1.44 0.08 -3.34
H21 -5.72 -1.68 -2.18
H22 -3.68 4.03 -1.46
H23 -1.37 -4.14 2.00
H24 1.64 -3.09 0.62
H25 0.33 -3.06 6.01
H26 -2.78 -0.93 -6.60
H27 -5.67 -2.72 -6.79
H28 -0.62 0.51 7.10
H29 4.88 2.89 -6.20
H30 4.01 1.17 4.05
H31 -0.19 2.97 0.73
H32 -1.32 -6.91 -1.54
H33 -2.65 -7.40 1.79
H34 -4.39 -0.36 -6.22
H35 -1.64 -7.34 -3.96
H36 4.74 4.52 -5.73
H37 -1.29 -4.00 -5.27
H38 -1.91 -3.70 0.41
H39 3.43 5.16 -3.61
H40 2.23 1.24 -2.16
H41 -3.39 -2.15 4.58
H42 -6.76 1.36 -0.61
H43 3.30 7.77 4.43
H44 3.09 5.55 -0.29
H45 1.85 4.90 0.62
H46 4.34 5.02 5.98
H47 -6.02 1.65 5.07
H48 2.50 -0.08 -0.35
H49 0.52 -3.81 -0.51
H50 0.05 -2.92 -5.15
H51 0.23 -4.00 7.50
H52 -0.66 -5.45 4.37
H53 6.50 -0.99 -4.64
H54 5.48 4.26 1.33
H55 -1.85 0.50 3.90
H56 -6.64 0.31 4.17
H57 -5.28 0.98 3.53
H58 6.12 2.92 3.29
H59 3.04 -0.98 3.11
H60 -0.12 0.60 4.01
H61 -2.08 -5.56 3.49
H62 6.82 2.42 -5.27
H63 -5.35 1.80 -1.61
H64 -0.08 -7.88 -3.79
H65 2.92 7.30 2.78
H66 -3.89 0.07 -4.45
H67 -1.19 -3.85 6.49
H68 -1.62 4.03 0.93
H69 -0.15 4.55 0.20
H70 0.55 -0.58 6.23
H71 -1.07 1.86 3.13
H72 5.50 5.66 2.42
H73 3.48 -0.73 -5.28
H74 0.85 -0.82 -0.38
H75 -2.23 -2.58 1.81
H76 -2.75 4.06 -2.94
H77 -2.33 1.04 1.28
H78 3.11 3.86 0.10
H79 4.82 4.66 -2.67
H80 -0.47 -2.90 -2.60
H81 -6.65 3.05 2.08
H82 -5.05 3.09 2.75
H83 -2.62 -0.64 1.05
H84 -3.24 -8.41 3.13
H85 3.99 1.54 2.30
H86 -0.98 -5.27 -0.99
H87 5.76 4.40 4.16
H88 3.66 -0.41 1.45
H89 -6.24 3.12 -0.97
H90 3.28 3.72 -2.61
H91 2.59 1.85 3.31
H92 -5.56 -3.82 -5.36
H93 3.37 6.51 6.20
H94 1.58 1.88 -3.64
H95 -1.18 -0.60 5.86
H96 3.26 3.51 -5.70
H97 3.33 -2.09 1.87
H98 5.77 2.83 4.99
H99 2.59 4.97 6.01
H100 -1.18 -2.52 -6.30
H101 2.17 0.31 -5.62
H102 -3.21 0.76 -2.87
H103 5.97 -0.98 -2.94
H104 -1.45 -1.39 -2.32
H105 -6.08 -2.08 -5.22
H106 1.09 0.79 0.28
H107 6.13 1.07 -6.19
H108 5.18 5.87 0.62

Atomic partial charges in e from the Mulliken method, atoms 1 to 2: 0.37, 0.27